{
  "formula": "C26H23F12MgN5O6PS4",
  "method": "wB97M-V/def2-TZVPD",
  "spin_multiplicity": 2,
  "de_lowest_kcal_mol": 24.95,
  "lumo_ev": [-1.8823, -2.4843],
  "gap_ev": [6.1478, 5.5542],
  "elements": ["Mg", "F", "C", "F", "F", "S", "O", "O", "N", "S", "O", "O", "C", "F", "F", "F", "S", "C", "N", "C", "C", "N", "C", "C", "C", "C", "C", "C", "C", "C", "S", "C", "C", "C", "C", "C", "C", "C", "H", "H", "H", "H", "H", "H", "H", "H", "H", "H", "H", "H", "H", "H", "H", "H", "H", "H", "O", "N", "N", "O", "C", "C", "C", "C", "C", "C", "H", "H", "H", "H", "H", "F", "P", "F", "F", "F", "F", "F"],
  "xyz": [[0.95, 1.84, 1.37], [-1.79, 0.39, 5.80], [-0.83, -0.15, 5.04], [0.21, -0.45, 5.81], [-1.29, -1.25, 4.47], [-0.30, 1.09, 3.77], [0.75, 0.43, 2.98], [0.03, 2.26, 4.48], [-1.57, 1.24, 2.81], [-1.60, 0.38, 1.47], [-0.63, 0.82, 0.45], [-1.69, -1.05, 1.63], [-3.27, 0.89, 0.86], [-3.48, 0.26, -0.30], [-3.36, 2.19, 0.68], [-4.19, 0.49, 1.73], [1.79, -1.80, 0.04], [0.44, -1.95, -0.92], [-0.63, -2.69, -0.76], [-1.80, -2.49, -1.62], [-1.37, -2.10, -3.02], [-0.43, -0.98, -2.98], [-0.47, 0.02, -4.05], [-1.81, 0.72, -4.10], [-2.72, 0.47, -5.12], [-3.95, 1.11, -5.13], [-4.26, 2.01, -4.12], [-3.35, 2.27, -3.11], [-2.13, 1.63, -3.09], [0.50, -0.97, -2.06], [1.82, 0.03, -1.89], [-0.77, -3.67, 0.33], [-0.76, -5.07, -0.22], [-1.90, -5.86, -0.14], [-1.91, -7.14, -0.67], [-0.77, -7.64, -1.29], [0.37, -6.85, -1.38], [0.38, -5.57, -0.84], [-2.42, -1.71, -1.17], [-2.36, -3.42, -1.65], [-2.24, -1.80, -3.60], [-0.89, -2.95, -3.52], [-0.24, -0.48, -5.00], [0.32, 0.74, -3.85], [-2.46, -0.23, -5.91], [-4.65, 0.92, -5.92], [-5.22, 2.52, -4.13], [-3.58, 2.99, -2.33], [-1.41, 1.85, -2.31], [-1.70, -3.44, 0.85], [0.05, -3.49, 1.02], [-2.79, -5.47, 0.35], [-2.80, -7.75, -0.59], [-0.77, -8.64, -1.70], [1.26, -7.24, -1.85], [1.27, -4.97, -0.90], [2.72, 0.98, 0.78], [3.77, 1.46, 1.35], [3.53, 2.45, 2.10], [2.34, 2.94, 2.29], [4.63, 3.09, 2.77], [4.33, 3.98, 3.79], [5.37, 4.61, 4.45], [6.68, 4.35, 4.10], [6.96, 3.45, 3.08], [5.94, 2.81, 2.40], [3.29, 4.17, 4.03], [5.14, 5.31, 5.24], [7.49, 4.85, 4.61], [7.99, 3.25, 2.80], [6.14, 2.12, 1.60], [1.04, 3.05, -0.37], [0.00, 4.34, -0.05], [1.23, 5.12, 0.58], [-0.23, 3.54, 1.45], [-1.20, 3.43, -0.62], [-1.02, 5.46, 0.39], [0.28, 4.93, -1.50]],
  "lowdin_spin": [0.000, 0.000, 0.000, 0.000, 0.000, 0.000, 0.000, 0.000, 0.000, 0.000, -0.001, 0.000, 0.000, 0.000, 0.000, 0.000, 0.433, 0.033, -0.007, 0.000, 0.000, -0.009, 0.017, 0.001, 0.001, 0.000, 0.000, 0.000, 0.000, 0.033, 0.441, 0.016, 0.000, 0.000, 0.000, 0.000, 0.000, 0.001, 0.000, 0.000, 0.000, 0.000, 0.000, 0.015, 0.000, 0.000, 0.000, 0.000, 0.000, 0.000, 0.013, 0.000, 0.000, 0.000, 0.000, 0.001, 0.006, -0.002, 0.003, 0.002, 0.000, 0.000, 0.000, 0.001, 0.000, 0.000, 0.000, 0.000, 0.000, 0.000, 0.000, 0.000, 0.000, 0.000, 0.000, 0.000, 0.000, 0.000]
}



{
  "formula": "C26H23F12MgN5O6PS4",
  "method": "wB97M-V/def2-TZVPD",
  "spin_multiplicity": 2,
  "de_lowest_kcal_mol": 14.67,
  "lumo_ev": [-1.9116, -2.6077],
  "gap_ev": [6.2624, 5.5720],
  "elements": ["Mg", "F", "C", "F", "F", "S", "O", "O", "N", "S", "O", "O", "C", "F", "F", "F", "S", "C", "N", "C", "C", "N", "C", "C", "C", "C", "C", "C", "C", "C", "S", "C", "C", "C", "C", "C", "C", "C", "H", "H", "H", "H", "H", "H", "H", "H", "H", "H", "H", "H", "H", "H", "H", "H", "H", "H", "O", "N", "N", "O", "C", "C", "C", "C", "C", "C", "H", "H", "H", "H", "H", "F", "P", "F", "F", "F", "F", "F"],
  "xyz": [[-2.23, 0.51, -1.04], [-4.02, -2.77, 3.15], [-3.60, -1.53, 2.92], [-4.47, -0.67, 3.43], [-2.42, -1.35, 3.50], [-3.49, -1.25, 1.10], [-2.91, 0.09, 1.01], [-4.80, -1.49, 0.61], [-2.48, -2.33, 0.57], [-0.96, -2.02, 0.43], [-0.67, -0.90, -0.47], [-0.19, -2.02, 1.65], [-0.40, -3.53, -0.46], [0.91, -3.38, -0.69], [-1.03, -3.71, -1.59], [-0.57, -4.59, 0.33], [0.57, 2.08, 1.52], [1.61, 0.81, 1.23], [2.02, -0.13, 2.05], [2.84, -1.23, 1.54], [3.79, -0.76, 0.46], [3.10, 0.07, -0.53], [3.70, 0.11, -1.88], [3.47, -1.18, -2.62], [4.52, -2.07, -2.81], [4.30, -3.28, -3.47], [3.02, -3.59, -3.92], [1.97, -2.70, -3.73], [2.20, -1.50, -3.08], [2.11, 0.84, -0.17], [1.28, 1.98, -1.08], [1.53, -0.25, 3.42], [2.66, -0.01, 4.40], [3.09, -1.02, 5.25], [4.14, -0.79, 6.13], [4.77, 0.45, 6.16], [4.34, 1.46, 5.30], [3.29, 1.23, 4.43], [2.17, -2.01, 1.17], [3.42, -1.62, 2.37], [4.19, -1.63, -0.06], [4.62, -0.18, 0.87], [4.77, 0.29, -1.74], [3.26, 0.96, -2.40], [5.51, -1.82, -2.46], [5.12, -3.97, -3.62], [2.85, -4.53, -4.44], [0.98, -2.93, -4.08], [1.37, -0.82, -2.93], [1.11, -1.25, 3.53], [0.73, 0.48, 3.56], [2.59, -1.98, 5.23], [4.46, -1.58, 6.80], [5.58, 0.62, 6.84], [4.82, 2.43, 5.33], [2.95, 2.02, 3.77], [-1.67, 2.40, -0.62], [-2.56, 3.31, -0.82], [-3.65, 2.85, -1.28], [-3.84, 1.58, -1.50], [-4.73, 3.75, -1.53], [-5.95, 3.21, -1.91], [-7.01, 4.06, -2.16], [-6.86, 5.44, -2.04], [-5.63, 5.96, -1.66], [-4.56, 5.12, -1.40], [-6.04, 2.14, -2.00], [-7.97, 3.65, -2.46], [-7.69, 6.10, -2.25], [-5.50, 7.03, -1.57], [-3.60, 5.52, -1.11], [-1.30, 0.62, -2.96], [-2.05, -0.61, -3.85], [-3.18, 0.41, -4.25], [-2.88, -0.92, -2.41], [-0.89, -1.60, -3.32], [-2.79, -1.82, -4.55], [-1.17, -0.24, -5.12]],
  "lowdin_spin": [0.000, 0.000, 0.000, 0.000, 0.000, 0.000, 0.000, 0.000, 0.000, 0.000, -0.001, 0.000, 0.000, 0.000, 0.000, 0.000, 0.430, 0.031, -0.007, 0.000, 0.000, -0.008, 0.016, 0.000, 0.000, 0.000, 0.000, 0.000, 0.001, 0.031, 0.449, 0.016, 0.000, 0.000, 0.000, 0.000, 0.000, 0.001, 0.000, 0.000, 0.000, 0.000, 0.000, 0.013, 0.000, 0.000, 0.000, 0.000, 0.002, 0.000, 0.013, 0.000, 0.000, 0.000, 0.000, 0.002, 0.004, -0.002, 0.002, 0.002, 0.000, 0.000, 0.000, 0.000, 0.000, 0.000, 0.000, 0.000, 0.000, 0.000, 0.000, 0.000, 0.000, 0.000, 0.000, 0.000, 0.000, 0.000]
}



{
  "formula": "C26H23F2NO2",
  "method": "wB97M-V/def2-TZVPD",
  "de_lowest_kcal_mol": 0.00,
  "lumo_ev": -2.8205,
  "gap_ev": 3.6164,
  "elements": ["C", "C", "O", "C", "C", "C", "C", "C", "C", "C", "N", "C", "C", "O", "H", "H", "H", "H", "H", "H", "H", "H", "H", "H", "C", "C", "C", "F", "C", "C", "C", "C", "C", "C", "F", "C", "C", "C", "C", "C", "C", "H", "H", "H", "H", "H", "H", "H", "H", "H", "H", "H", "H", "H"],
  "xyz": [[4.54, 1.63, -1.16], [3.87, 0.27, -1.19], [2.49, 0.51, -1.60], [1.66, -0.58, -1.65], [0.33, -0.19, -2.11], [-0.58, -1.09, -2.68], [-0.34, -2.50, -2.64], [-1.35, -3.40, -2.96], [-2.62, -2.94, -3.36], [-3.66, -3.91, -3.59], [-4.47, -4.74, -3.74], [-2.82, -1.56, -3.57], [-1.83, -0.65, -3.26], [2.04, -1.70, -1.28], [5.37, 1.66, -0.45], [4.93, 1.88, -2.15], [3.82, 2.41, -0.87], [4.35, -0.38, -1.94], [3.90, -0.20, -0.20], [0.10, 0.88, -2.06], [0.62, -2.85, -2.27], [-1.15, -4.47, -2.91], [-3.78, -1.23, -3.98], [-1.97, 0.42, -3.44], [4.38, 2.93, 2.77], [3.23, 2.05, 2.42], [2.02, 2.59, 1.98], [1.90, 3.95, 1.97], [0.95, 1.82, 1.59], [1.00, 0.40, 1.70], [-0.05, -0.46, 1.27], [-1.45, -0.28, 1.46], [-2.07, 0.92, 1.92], [-3.44, 1.06, 1.79], [-4.01, 2.29, 2.05], [-4.30, 0.02, 1.44], [-5.77, 0.20, 1.35], [-3.70, -1.24, 1.21], [-2.32, -1.38, 1.20], [2.21, -0.15, 2.23], [3.28, 0.65, 2.59], [5.26, 2.32, 2.97], [4.61, 3.61, 1.94], [4.18, 3.54, 3.66], [0.07, 2.28, 1.14], [0.25, -1.42, 0.85], [-1.46, 1.73, 2.31], [-6.25, -0.77, 1.24], [-6.19, 0.69, 2.24], [-6.04, 0.82, 0.48], [-4.35, -2.09, 1.03], [-1.88, -2.36, 0.95], [2.29, -1.24, 2.32], [4.19, 0.22, 3.00]],
  "lowdin_charge": [-0.074, -0.214, -0.045, -0.498, 0.030, -0.222, -0.006, -0.035, -0.254, -0.196, 0.130, -0.047, -0.023, 0.024, 0.073, 0.077, 0.076, 0.128, 0.105, 0.112, 0.098, 0.118, 0.117, 0.111, -0.034, -0.208, -0.203, 0.055, 0.057, -0.197, 0.071, -0.190, 0.073, -0.195, 0.054, -0.194, -0.030, -0.017, -0.001, -0.012, -0.028, 0.083, 0.092, 0.097, 0.126, 0.125, 0.114, 0.083, 0.094, 0.099, 0.124, 0.125, 0.126, 0.123]
}